Here is a molecular structure, C2H2CsLiNaO2 in a non-equilibrium geometry from the Open Molecules 2025 dataset. Energies are from ωB97M-V/def2-TZVPD.

As for the spin multiplicity: 2. The LUMO energy (alpha / beta) comes out at -0.7704 / -1.8219 eV. Its HOMO-LUMO gap (alpha / beta) is 3.85 / 2.58 eV.

Geometry as XYZ:
```
9
Properties=species:S:1:pos:R:3:forces:R:3:mulliken_spin:R:1
O 0.208 -0.191 0.901 1.7 2.1 -1.2 0.04
C 0.906 0.496 -0.028 -2.7 -1.3 3.2 -0.20
C 0.255 1.025 -1.094 3.1 0.0 -0.7 0.99
Na 0.073 -2.250 1.562 -1.1 -0.2 -0.6 -0.01
Cs -2.136 1.984 0.981 0.3 -0.9 -0.1 0.02
H 0.940 1.491 -1.818 -1.2 0.6 -0.3 0.07
H 1.975 0.560 0.252 0.0 0.2 -1.1 0.03
Li -0.559 -0.971 -0.877 -1.3 -1.2 1.0 0.01
O -1.661 -2.144 0.120 1.2 0.6 -0.3 0.06
```
Positions in Å, forces in eV/Å.